133
Properties=species:S:1:pos:R:3:forces:R:3 method="wB97M-V/def2-TZVPD" total_energy_ev=-157970.179 e_homo_ev=-7.75 total_charge=0
C 8.4043 -1.4402 3.9482 -0.7 1.6 -2.0
C 8.0065 -0.5838 2.8819 1.3 -1.2 1.7
Si 6.8022 -1.1353 1.4679 0.6 0.0 -0.4
C 6.8627 0.0798 -0.0043 0.0 1.2 -0.4
O 5.2286 -1.5424 2.0513 0.5 2.7 0.0
Si 4.1923 -0.1835 2.2897 -0.3 -0.6 -0.3
Cl 5.3043 1.6410 2.6140 -0.5 -1.2 -0.3
C 3.1045 -0.0741 0.6877 -0.4 -0.5 -0.4
C 2.1570 -1.4018 0.6258 0.7 0.1 -0.2
C 0.8756 -1.2209 -0.3188 -0.2 -0.7 0.2
C -0.5068 -1.7394 0.3465 0.5 -0.3 -1.4
O -1.4414 -0.6120 0.2240 -1.5 -1.9 1.2
C -2.6837 -0.9084 0.8408 -0.2 3.1 3.1
O -3.0040 -0.2027 1.8240 0.7 -2.7 -3.5
C 3.0937 -0.3688 3.8806 0.5 -0.1 -0.5
C 1.7537 0.5071 3.7749 -0.7 -0.3 0.9
C 1.7050 1.7320 4.8371 1.1 -3.1 0.8
F 3.0021 2.2559 5.0325 -2.7 -0.1 -0.5
F 1.3857 1.0764 6.0875 0.6 1.6 -2.2
C 0.5380 2.7664 4.5888 -2.5 -0.8 2.2
F 0.0915 3.2215 5.8742 1.2 -0.7 -2.8
F -0.5783 2.0240 4.0773 2.7 1.4 0.9
C 0.7354 4.0282 3.6715 -2.3 2.5 -0.6
F 0.4028 5.1975 4.4262 1.1 -2.5 -1.6
F -0.2481 3.9844 2.6315 2.5 -0.2 2.1
C 2.1199 4.3137 2.9674 1.4 2.0 -1.8
F 2.5547 3.1891 2.2542 -0.7 2.4 1.9
F 1.8879 5.3375 2.0002 0.5 -2.5 2.2
F 3.1163 4.8567 3.8201 -2.6 -2.1 -2.0
P 7.6879 -3.0464 0.7061 0.7 -1.9 0.0
C 9.4658 -2.5497 0.2647 0.7 1.3 -0.6
O 6.9616 -3.4970 -0.7849 1.1 0.7 -0.1
H 8.6129 -0.9984 4.9819 0.5 -0.8 -1.7
H 8.5385 -2.5549 3.7446 -1.1 1.5 0.8
H 8.4488 0.4790 2.8744 -1.5 -1.3 0.5
H 7.2369 -0.4671 -0.9315 -0.4 0.7 1.2
H 7.5952 0.9310 0.2673 -1.1 -1.3 -0.5
H 5.8805 0.5808 -0.2838 1.2 -0.6 0.4
H 2.4459 0.8722 0.6878 1.1 -1.4 -0.1
H 3.7691 -0.1149 -0.2476 -1.0 0.4 1.4
H 1.8960 -1.6870 1.7003 0.0 0.2 -1.5
H 2.7868 -2.2533 0.1851 -0.8 1.2 0.9
H 1.0133 -1.8577 -1.2686 0.0 1.2 1.4
H 0.7903 -0.1198 -0.6066 -0.2 -1.6 0.4
H -0.9488 -2.6087 -0.2740 0.8 1.2 1.0
H -0.3780 -2.1040 1.4174 -0.2 0.8 -1.2
H -3.4247 -1.7003 0.4616 1.6 0.8 0.0
H 2.8490 -1.4820 3.9403 0.2 1.5 0.1
H 3.7701 -0.1042 4.7591 -1.1 -0.3 -1.0
H 1.4855 0.8467 2.7242 0.5 -0.3 1.3
H 0.8959 -0.1850 4.1155 1.2 1.3 -0.6
H 9.8558 -3.0968 -0.6663 -0.7 0.5 1.4
H 10.1862 -2.7548 1.1363 -1.2 0.2 -1.3
H 9.5362 -1.4250 0.0013 0.0 -1.7 0.4
H 7.6410 -3.6932 -1.4730 -0.7 0.3 0.9
O 2.9422 -2.7546 -4.2243 4.3 -1.0 0.4
P 3.6405 -2.4944 -5.5642 -7.8 2.8 -4.4
O 3.0683 -0.9435 -5.7552 0.9 -0.1 0.4
C 3.2237 -0.0008 -4.7029 -0.1 0.3 0.3
C 4.6468 0.5174 -4.6295 0.0 0.1 -0.1
O 2.5210 -3.3213 -6.4726 1.1 -0.6 0.2
C 2.0317 -4.5763 -6.0038 -0.5 -0.1 0.2
C 0.6080 -4.4140 -5.5076 -0.2 0.0 0.0
O 4.5419 -2.3057 -7.0014 2.1 -1.4 3.4
C 3.9417 -1.7708 -8.1835 -0.5 0.6 -0.6
C 4.6185 -0.4659 -8.5469 0.4 0.1 0.2
H 2.9195 -0.4245 -3.7427 0.0 -0.1 -0.1
H 2.5420 0.8287 -4.9098 0.0 -0.1 -0.1
H 5.3617 -0.3036 -4.5296 0.0 0.0 0.1
H 4.7636 1.1939 -3.7792 0.0 -0.1 0.0
H 4.9050 1.0633 -5.5396 0.0 0.0 0.1
H 2.6786 -4.9846 -5.2223 -0.1 0.1 0.0
H 2.0534 -5.2769 -6.8422 0.1 0.1 -0.1
H 0.5282 -3.6224 -4.7608 0.2 -0.1 0.0
H 0.2377 -5.3451 -5.0684 0.0 0.1 -0.1
H -0.0521 -4.1337 -6.3337 0.1 -0.1 0.0
H 2.8671 -1.6165 -8.0775 0.2 -0.1 0.2
H 4.0895 -2.5023 -8.9833 0.1 -0.1 0.2
H 4.5286 0.2630 -7.7382 -0.1 -0.1 -0.1
H 4.1755 -0.0363 -9.4480 0.0 -0.1 0.0
H 5.6874 -0.6222 -8.7176 -0.1 0.0 -0.1
O -4.3109 10.2210 2.2599 1.0 -0.5 4.4
P -4.2070 8.7308 2.6068 -1.9 -3.0 -8.6
O -3.1409 8.3453 1.3887 0.3 0.2 0.9
C -1.9466 9.0994 1.2322 0.3 0.2 -0.2
C -0.9132 8.7216 2.2756 0.1 -0.2 -0.1
O -5.6426 8.3139 1.8792 0.0 0.1 1.2
C -6.7850 9.1476 2.0615 -0.2 0.3 -0.4
C -7.0635 9.9156 0.7840 -0.1 0.1 -0.2
O -4.1142 7.1176 3.1553 0.6 3.1 2.9
C -4.2402 6.0209 2.2467 0.2 -0.6 -0.8
C -2.9465 5.2351 2.2239 0.2 0.1 0.3
H -2.1484 10.1727 1.2625 -0.2 -0.1 0.1
H -1.5561 8.8817 0.2343 -0.2 -0.1 0.0
H -1.3152 8.8282 3.2866 0.0 0.1 0.0
H -0.0254 9.3515 2.1795 -0.1 0.0 0.1
H -0.6085 7.6794 2.1560 0.0 0.1 0.0
H -6.6469 9.8258 2.9084 0.0 0.0 -0.2
H -7.6346 8.5020 2.2975 0.1 -0.1 0.0
H -6.1857 10.4680 0.4451 0.0 0.0 0.2
H -7.8867 10.6225 0.9234 0.0 -0.1 0.0
H -7.3310 9.2264 -0.0223 0.0 0.0 0.1
H -4.5013 6.3384 1.2362 0.0 0.2 0.2
H -5.0547 5.3879 2.6110 0.0 0.2 0.1
H -2.1094 5.8646 1.9132 -0.2 0.0 -0.1
H -3.0159 4.3906 1.5348 -0.1 0.0 0.0
H -2.7081 4.8584 3.2223 -0.1 0.0 -0.1
O -4.3897 -6.0460 -0.2113 -0.3 4.0 -2.2
P -5.8828 -5.7757 -0.4357 -2.9 -8.3 4.2
O -6.3081 -6.0982 1.1417 0.2 0.9 -0.1
C -5.6267 -5.4451 2.2032 0.2 0.0 0.4
C -6.0907 -4.0129 2.3580 -0.2 0.1 0.1
O -6.1949 -7.2613 -1.1123 0.1 1.1 -0.9
C -5.2969 -7.7865 -2.0881 0.3 -0.4 0.1
C -4.4858 -8.9136 -1.4788 0.1 -0.2 0.1
O -7.5208 -5.3924 -0.7244 2.8 2.9 -1.5
C -8.5701 -6.2534 -0.2751 -0.6 -0.6 0.6
C -9.4204 -5.5237 0.7434 0.1 0.4 0.0
H -4.5439 -5.4858 2.0630 -0.1 0.0 -0.1
H -5.8453 -6.0012 3.1188 -0.1 -0.1 -0.1
H -5.9828 -3.4591 1.4214 0.1 0.0 0.0
H -5.5149 -3.5071 3.1368 0.0 0.0 -0.1
H -7.1464 -3.9780 2.6356 0.1 0.0 0.0
H -4.6469 -7.0030 -2.4879 0.0 -0.1 0.1
H -5.8943 -8.1685 -2.9195 -0.1 0.1 0.1
H -3.9808 -8.5993 -0.5641 0.0 0.2 -0.1
H -3.7332 -9.2799 -2.1832 -0.1 0.0 0.0
H -5.1397 -9.7469 -1.2057 0.0 0.1 -0.1
H -8.1968 -7.1858 0.1503 0.2 0.2 -0.1
H -9.1754 -6.5121 -1.1488 0.2 0.1 -0.1
H -8.8230 -5.2089 1.6021 0.0 -0.2 -0.1
H -10.2296 -6.1628 1.1031 0.0 0.0 -0.1
H -9.8514 -4.6187 0.3062 0.0 -0.1 0.0

120
Properties=species:S:1:pos:R:3:forces:R:3 method="wB97M-V/def2-TZVPD" total_energy_ev=-71716.154 e_homo_ev=-4.59 total_charge=-1
C -1.6662 1.1380 2.5125 0.1 -1.0 -0.6
C -0.3632 0.1137 2.5980 0.0 0.5 0.4
C 0.5188 0.0777 1.2124 -0.1 -0.4 0.3
C -0.3259 -0.4827 -0.0809 -0.2 0.6 -0.3
C -0.7811 0.7736 -1.0483 0.3 -0.6 -0.6
C 0.5420 1.3464 -1.8660 -1.2 0.2 -0.3
C 0.3227 2.9495 -2.2881 0.0 -0.1 0.3
C 1.3005 3.9610 -1.3972 -0.7 -0.9 0.5
C 0.3292 4.6328 -0.2410 0.5 0.4 -0.3
C 1.1392 5.2852 1.0278 0.2 0.8 -0.6
C 0.1822 5.9922 2.1612 -0.1 0.0 -0.2
C -1.1725 5.0849 2.5337 1.1 1.7 -0.4
C -2.4010 5.7354 1.6654 -0.3 1.0 0.4
C -3.8579 5.0311 1.8649 0.8 -0.4 1.2
B -4.4774 4.3104 0.4818 -0.2 -0.6 2.3
N -3.4793 3.4396 -0.2486 1.3 0.3 -1.6
N -5.5600 3.3603 1.0503 -0.9 -0.1 -1.3
C -6.2322 2.5499 -0.0193 -1.6 -1.3 1.9
C -7.6142 1.9002 0.6643 -0.4 0.7 -1.4
C -5.1970 5.4769 -0.4395 -1.4 1.7 -1.6
F -5.2754 5.1125 -1.9041 -0.1 1.5 3.1
F -6.6357 5.7222 -0.0458 3.5 0.0 -1.4
F -4.5419 6.8031 -0.3940 -1.9 -2.8 -0.6
H -1.4266 1.9416 1.6894 -0.7 -1.4 1.9
H -2.6037 0.5151 2.1480 1.9 1.5 0.7
H -1.9301 1.6118 3.5563 0.6 -0.9 -2.2
H 0.3296 0.5300 3.4592 -1.2 -1.0 -1.7
H -0.7383 -0.9664 2.8965 0.9 2.1 -0.6
H 0.8847 1.1866 1.0159 -0.7 -2.3 0.3
H 1.4782 -0.6158 1.3650 -2.0 1.6 -0.2
H -1.2914 -1.0571 0.2510 1.9 1.1 -0.4
H 0.3235 -1.2565 -0.7170 -1.3 1.8 1.3
H -1.3108 1.6514 -0.4779 1.0 -1.9 -0.8
H -1.5722 0.3511 -1.8231 1.6 1.0 1.5
H 1.4709 1.1877 -1.1717 -1.6 0.4 -1.5
H 0.6246 0.7153 -2.8597 0.2 1.1 2.1
H 0.4331 3.1131 -3.4523 0.0 -0.4 2.4
H -0.7924 3.2188 -2.0128 2.2 -0.5 -0.7
H 2.0821 3.2615 -0.8407 -1.3 1.6 -1.3
H 1.8477 4.7624 -2.0750 -1.1 -1.6 1.6
H -0.2677 5.5030 -0.7960 1.0 -2.0 1.4
H -0.4011 3.7833 0.1460 1.4 1.9 -0.9
H 1.8282 6.1451 0.5806 -1.2 -1.8 0.9
H 1.8619 4.5023 1.5220 -1.5 1.3 -0.9
H 0.8447 6.1991 3.1117 -1.3 -0.4 -1.8
H -0.1929 7.0511 1.7644 0.8 -2.3 0.8
H -1.3513 5.2561 3.6875 0.1 -0.7 -2.3
H -0.8970 3.9806 2.2623 -1.0 2.0 0.8
H -2.0836 5.8148 0.5185 -0.7 -0.3 2.5
H -2.5183 6.8692 2.0194 0.5 -2.3 -0.7
H -3.6976 4.1288 2.6304 -0.4 1.8 -1.6
H -4.6652 5.7293 2.3978 1.9 -1.1 -1.2
H -2.5547 3.8964 -0.4031 -1.0 -0.3 0.1
H -3.7956 3.1509 -1.2028 0.3 0.4 1.1
H -6.2183 3.8752 1.6737 0.3 -0.7 -1.1
H -5.5455 1.6246 -0.2547 -1.2 2.0 0.0
H -6.6038 3.1362 -0.9591 0.9 -1.1 1.4
H -7.4570 1.5508 1.7696 -0.2 0.6 -2.2
H -8.4462 2.7525 0.6112 1.7 -1.8 0.4
H -8.0232 1.0355 -0.0451 0.8 1.6 1.7
C -0.1791 -6.9612 3.2600 0.3 0.0 -0.2
C -1.3544 -6.1630 2.7201 0.0 -0.6 0.4
O -0.9089 -5.0263 1.9714 0.3 0.1 -1.1
C -0.4102 -5.2905 0.7366 0.1 -0.5 0.0
O -0.3170 -6.3952 0.2206 -0.2 1.6 0.7
O -0.0085 -4.1208 0.1824 -0.4 -0.9 0.6
C 0.6385 -4.2770 -1.0787 0.2 0.0 -0.6
H 0.4868 -6.3174 3.8434 -0.2 0.0 0.1
H -0.5266 -7.7822 3.8936 0.0 0.1 0.0
H 0.4217 -7.3866 2.4505 -0.2 0.0 0.1
H -1.9413 -5.7774 3.5603 0.1 0.2 -0.3
H -2.0253 -6.7853 2.1170 0.2 0.1 -0.1
H 0.0099 -4.8340 -1.7828 0.2 0.0 0.3
H 1.6018 -4.7767 -0.9426 -0.2 -0.1 -0.1
H 0.8196 -3.2815 -1.4933 -0.1 -0.1 0.3
C 7.8722 -5.8321 -0.3277 -0.2 -0.2 0.2
C 7.7469 -4.3295 -0.5183 0.6 -0.4 0.1
O 6.3826 -3.9446 -0.7223 -0.8 0.3 0.7
C 5.5937 -3.9569 0.3824 0.2 -0.3 0.4
O 5.9462 -4.2583 1.5139 -0.5 0.5 -1.6
O 4.3393 -3.6021 0.0116 1.1 -0.2 0.1
C 3.3852 -3.6835 1.0682 -0.5 0.2 0.4
H 7.4135 -6.3653 -1.1665 0.2 0.1 0.0
H 8.9225 -6.1266 -0.2495 -0.1 0.1 -0.1
H 7.3567 -6.1651 0.5783 0.2 0.1 -0.1
H 8.2959 -4.0361 -1.4192 -0.4 0.1 0.1
H 8.1844 -3.7758 0.3202 -0.3 -0.1 0.0
H 3.7032 -3.0977 1.9383 0.0 -0.3 -0.2
H 3.2252 -4.7295 1.3446 0.1 0.1 0.1
H 2.4394 -3.2723 0.7045 0.3 0.0 -0.1
C -5.6334 8.1181 -3.8473 0.2 0.1 -0.2
C -6.9952 7.4433 -3.8452 0.8 -0.4 0.6
O -7.8912 8.0810 -4.7627 -0.3 -0.1 -1.6
C -7.6710 7.8256 -6.0777 0.8 -0.4 0.6
O -6.7923 7.1072 -6.5328 -1.4 1.0 0.5
O -8.5773 8.5250 -6.8030 0.4 -0.4 0.4
C -8.3811 8.4276 -8.2121 0.0 -0.1 -0.4
H -5.7353 9.1896 -3.6479 -0.1 -0.1 0.1
H -4.9803 7.6750 -3.0902 -0.2 0.0 0.0
H -5.1409 8.0229 -4.8197 -0.1 -0.1 0.1
H -7.4410 7.5400 -2.8497 -0.2 0.1 -0.3
H -6.9179 6.3716 -4.0610 0.0 0.3 -0.1
H -8.3589 7.3820 -8.5400 0.2 0.2 0.1
H -7.4576 8.9407 -8.4950 0.0 -0.2 0.0
H -9.2199 8.9249 -8.7071 0.1 0.0 0.4
C 10.9985 -11.5987 1.5344 -0.2 -0.2 0.2
C 10.8732 -10.0960 1.3437 0.6 -0.3 0.1
O 9.5089 -9.7112 1.1397 -0.8 0.3 0.7
C 8.7200 -9.7234 2.2445 0.2 -0.3 0.5
O 9.0726 -10.0248 3.3759 -0.5 0.5 -1.7
O 7.4656 -9.3687 1.8737 1.1 -0.2 0.1
C 6.5115 -9.4500 2.9303 -0.5 0.1 0.4
H 10.5398 -12.1318 0.6955 0.2 0.1 0.0
H 12.0488 -11.8932 1.6126 -0.1 0.1 -0.1
H 10.4830 -11.9316 2.4403 0.1 0.2 -0.1
H 11.4222 -9.8027 0.4428 -0.4 0.1 0.1
H 11.3107 -9.5423 2.1822 -0.3 -0.1 0.0
H 6.8295 -8.8642 3.8003 0.0 -0.3 -0.2
H 6.3515 -10.4960 3.2067 0.1 0.2 0.1
H 5.5658 -9.0388 2.5665 0.3 0.0 -0.2